[1]
Molecular formula: C5H11O3Pt
Method: DFT, ωB97M-V with the def2-TZVPD basis set

The geometry in ORCA input format:
```
! wB97M-V def2-TZVPD RIJCOSX def2/J DEFGRID3
* xyz 1 3
O 0.8029 1.5492 0.0598
H 0.6472 2.4998 -0.0664
C 0.8827 -2.1833 1.5305
O 0.8447 -0.8056 1.1573
C 2.1250 -0.2273 0.8875
C 1.9536 1.2730 0.8739
H -0.1053 -2.6073 1.3253
H 1.6479 -2.7078 0.9439
H 1.1091 -2.2636 2.6004
H 2.4818 -0.6015 -0.0831
H 2.8350 -0.5146 1.6741
H 2.8420 1.7480 0.4415
H 1.7835 1.6598 1.8869
C -2.4896 0.2816 -2.3974
C -2.7286 0.6401 -1.1196
O -2.0212 0.2834 -0.0638
Pt -0.4869 0.1545 0.3521
H -1.7153 -0.4491 -2.6505
H -3.0993 0.7019 -3.1977
H -3.6023 1.2748 -0.8973
*
```

Summary:
Energy above the lowest of the compared OMol25 structures with the same formula, charge and spin, eV: 2.770
E, eV: -14737.69480
HOMO energy (spin up / spin down), hartree: -0.4137 / -0.4714
Kohn-Sham gap (spin up / spin down), eV: 8.3 / 7.9

[2]
Molecular formula: C5H11PS2
Method: DFT, ωB97M-V with the def2-TZVPD basis set

The geometry in ORCA input format:
```
! wB97M-V def2-TZVPD RIJCOSX def2/J DEFGRID3
* xyz 0 1
C -0.2869 -0.2651 1.0737
C 1.1214 0.0436 1.5634
C 0.6734 0.2405 -1.1229
C -0.5093 0.5517 -0.2040
C -1.8409 0.2364 -0.8722
P 2.1367 0.1407 0.0133
S 3.4823 1.5378 -0.0950
S 2.8851 -1.8269 -0.2664
H -0.3729 -1.3287 0.8383
H -1.0308 -0.0202 1.8327
H 1.1761 1.0222 2.0464
H 1.5172 -0.7062 2.2494
H 0.5356 -0.7200 -1.6254
H 0.8426 1.0108 -1.8759
H -0.4797 1.6158 0.0585
H -1.8940 -0.8179 -1.1363
H -1.9624 0.8256 -1.7780
H -2.6648 0.4650 -0.2003
H 4.1341 -1.4096 -0.4354
*
```

Summary:
Energy above the lowest of the compared OMol25 structures with the same formula, charge and spin, eV: 0.000
E, eV: -36324.27255
HOMO energy, hartree: -0.3214
Kohn-Sham gap, eV: 9.5

[3]
Molecular formula: C5H11S
Method: DFT, ωB97M-V with the def2-TZVPD basis set

The geometry in ORCA input format:
```
! wB97M-V def2-TZVPD RIJCOSX def2/J DEFGRID3
* xyz -1 1
C 0.8311 3.4234 -0.2873
C 0.1052 2.1794 -0.8001
S 0.9268 0.5952 -0.4834
H 1.7042 3.6464 -0.9064
H 1.1925 3.1984 0.7198
H 0.1928 4.3140 -0.2571
H -0.0559 2.2675 -1.8814
H -0.8874 2.1649 -0.3273
C -1.6554 -1.4629 0.3818
C -0.4692 -2.3136 0.6940
C -0.5128 -3.5985 1.0472
H -1.4166 -0.6516 -0.3044
H -2.4597 -2.0426 -0.0887
H -2.0603 -0.9945 1.2792
H 0.4832 -1.7944 0.7291
H 0.3468 -4.0737 1.5017
H -1.4204 -4.1782 0.9003
*
```

Summary:
Energy above the lowest of the compared OMol25 structures with the same formula, charge and spin, eV: 0.174
E, eV: -16198.52370
HOMO energy, hartree: -0.0863
Kohn-Sham gap, eV: 6.3

[4]
Molecular formula: C5H12
Method: DFT, ωB97M-V with the def2-TZVPD basis set

The geometry in ORCA input format:
```
! wB97M-V def2-TZVPD RIJCOSX def2/J DEFGRID3
* xyz -1 2
C 3.7924 -0.1185 -0.2098
C 5.0994 -0.2999 -0.2066
H 3.2745 0.8980 -0.2123
H 3.3260 -1.0453 0.0262
H 5.8337 0.5170 0.1025
H 5.4876 -1.3300 0.1337
C -1.6843 -0.6287 0.2447
C -3.1704 -0.2447 -0.0925
C -3.4540 1.2199 0.0799
H -1.0918 0.2880 0.6632
H -1.5113 -1.3700 0.9359
H -1.0462 -0.7695 -0.6110
H -3.4335 -0.5869 -1.1172
H -3.6491 -0.9383 0.5990
H -4.5468 1.3804 -0.1737
H -2.7555 1.9084 -0.4171
H -3.3866 1.4793 1.1766
*
```

Summary:
Energy above the lowest of the compared OMol25 structures with the same formula, charge and spin, eV: 1.882
E, eV: -5375.90353
HOMO energy (spin up / spin down), hartree: 0.0547 / -0.2584
Kohn-Sham gap (spin up / spin down), eV: 2.4 / 11.0

[5]
Molecular formula: C5H12
Method: DFT, ωB97M-V with the def2-TZVPD basis set

The geometry in ORCA input format:
```
! wB97M-V def2-TZVPD RIJCOSX def2/J DEFGRID3
* xyz 0 1
C 1.0553 -0.4526 -0.8513
C 0.5467 -0.7147 0.5396
C -0.7507 -0.1348 1.0910
C -0.7015 1.3814 1.3643
C 0.0633 -0.5568 -1.9653
H 1.4990 0.7856 -0.7701
H 1.9758 -0.9785 -1.0763
H 1.2976 -0.2834 1.2278
H 0.4279 -1.8614 0.6268
H -1.0130 -0.6558 2.0308
H -1.4510 -0.2249 0.1952
H -0.2663 1.5626 2.2569
H -0.0218 1.9690 0.7486
H -1.7217 1.7754 1.3332
H -0.8303 -0.0324 -1.5466
H 0.2733 -0.0735 -2.9264
H -0.3824 -1.5052 -2.2782
*
```

Summary:
Energy above the lowest of the compared OMol25 structures with the same formula, charge and spin, eV: 1.750
E, eV: -5378.19031
HOMO energy, hartree: -0.3783
Kohn-Sham gap, eV: 11.5

[6]
Molecular formula: C5H12
Method: DFT, ωB97M-V with the def2-TZVPD basis set

The geometry in ORCA input format:
```
! wB97M-V def2-TZVPD RIJCOSX def2/J DEFGRID3
* xyz 0 1
C 1.7634 -0.2664 -1.4352
C 1.4559 0.3107 0.0541
C -1.6978 0.8251 0.2170
C -2.8737 0.1630 0.9368
C 1.7895 -0.9944 0.3493
H 1.7444 0.5934 -2.1009
H 2.7386 -0.7291 -1.6541
H 2.1837 1.0616 0.3574
H -1.0408 0.0319 -0.1208
H -1.9922 1.4047 -0.6569
H -1.1197 1.4932 0.8525
H -2.4936 -0.5291 1.6922
H -3.5908 0.8606 1.3657
H -3.3941 -0.4956 0.2386
H 1.0332 -0.9409 -1.8718
H 2.7984 -1.4303 0.3568
H 1.0704 -1.7898 0.1435
*
```

Summary:
Energy above the lowest of the compared OMol25 structures with the same formula, charge and spin, eV: 5.345
E, eV: -5374.59433
HOMO energy, hartree: -0.2788
Kohn-Sham gap, eV: 7.9

[7]
Molecular formula: C5H12
Method: DFT, ωB97M-V with the def2-TZVPD basis set

The geometry in ORCA input format:
```
! wB97M-V def2-TZVPD RIJCOSX def2/J DEFGRID3
* xyz 0 1
C 1.4081 -2.7214 0.9644
C 1.4784 -1.2043 1.3685
H 1.4940 -3.3413 1.8020
H 2.2490 -2.9227 0.2979
H 0.3507 -2.9240 0.5641
H 2.3679 -1.0118 1.8710
H 1.1200 -0.5525 0.6079
H 0.6691 -1.0740 2.0017
C -0.2164 2.2948 -1.0373
C -1.3638 1.4324 -1.4227
C -2.5738 1.4278 -0.8789
H 0.4811 2.5908 -1.8203
H -0.4557 3.1533 -0.3304
H 0.3363 1.5091 -0.4614
H -1.0797 0.6749 -2.1333
H -3.2102 0.4811 -1.0550
H -3.0551 2.1881 -0.3383
*
```

Summary:
Energy above the lowest of the compared OMol25 structures with the same formula, charge and spin, eV: 2.129
E, eV: -5377.81053
HOMO energy, hartree: -0.3462
Kohn-Sham gap, eV: 10.5

[8]
Molecular formula: C5H12AsBeF6O9
Method: DFT, ωB97M-V with the def2-TZVPD basis set

The geometry in ORCA input format:
```
! wB97M-V def2-TZVPD RIJCOSX def2/J DEFGRID3
* xyz -3 1
Be 0.3471 -0.1499 0.0296
C 2.5416 -1.9336 -0.9262
O 1.9630 -1.1224 -1.6350
O 3.7487 -2.2420 -1.2312
O 2.1719 -2.0084 0.2605
C 2.6639 1.4558 1.0798
O 1.8790 1.0094 1.9082
O 3.7962 1.0007 0.9662
O 2.1036 1.6204 0.0031
As 0.7319 2.5742 -3.2101
F 0.6361 3.6780 -1.8563
F 2.4681 2.1761 -2.8478
F 0.8625 1.3549 -4.5575
F -0.8902 2.7814 -3.6982
F 1.3289 3.9430 -4.1296
F 0.1608 1.2483 -2.0526
C -0.9588 -3.2855 -0.0963
O -1.3386 -1.9469 -0.3880
H -0.3274 -3.7377 -0.8612
H -0.4498 -3.1340 0.8556
H -1.7858 -3.9216 0.2192
H -1.8851 -1.9791 -1.1766
C -2.0873 1.8628 0.9575
O -2.0603 0.8152 0.0049
H -1.0641 2.0415 1.2880
H -2.6594 2.6948 0.5470
H -2.6761 1.5794 1.8299
H -2.8615 0.2864 -0.0025
C -1.4155 -1.0816 3.1472
O -0.2950 -1.1569 2.3288
H -1.4862 -0.0907 3.5959
H -2.3730 -1.3963 2.7323
H -1.2733 -1.7033 4.0311
H 0.4843 -1.2321 2.8843
*
```

Summary:
Energy above the lowest of the compared OMol25 structures with the same formula, charge and spin, eV: 4.708
E, eV: -101344.18476
HOMO energy, hartree: 0.1433
Kohn-Sham gap, eV: 2.2

[9]
Molecular formula: C5H12BNO
Method: DFT, ωB97M-V with the def2-TZVPD basis set

The geometry in ORCA input format:
```
! wB97M-V def2-TZVPD RIJCOSX def2/J DEFGRID3
* xyz 0 1
C -0.9834 -1.0988 -3.1769
B -0.3547 -1.5130 -1.7131
C -0.4489 -0.3315 -0.5739
C 0.2322 -0.7352 0.8140
O 0.7006 -1.8856 1.0365
N 0.2644 0.2719 1.8823
C -0.4173 1.5462 1.4767
C 1.6612 0.6481 2.2713
H -0.4158 -1.5580 -4.0498
H -1.0079 0.0524 -3.2634
H -2.0827 -1.4237 -3.2042
H 0.0911 -2.5911 -1.4922
H 0.0428 0.5981 -1.0497
H -1.5531 -0.0604 -0.4455
H -1.5338 1.3762 1.2636
H -0.3985 2.2696 2.3734
H 0.1096 2.0874 0.6113
H 1.8714 0.2050 3.3135
H 2.4620 0.3551 1.5166
H 1.7609 1.7873 2.4094
*
```

Summary:
Energy above the lowest of the compared OMol25 structures with the same formula, charge and spin, eV: 2.894
E, eV: -9591.71899
HOMO energy, hartree: -0.3452
Kohn-Sham gap, eV: 10.0

[10]
Molecular formula: C5H12CrO3
Method: DFT, ωB97M-V with the def2-TZVPD basis set

The geometry in ORCA input format:
```
! wB97M-V def2-TZVPD RIJCOSX def2/J DEFGRID3
* xyz 1 4
O -1.4524 2.0537 0.0356
C -2.3480 1.1289 0.5325
C -1.8047 -0.2917 0.6374
O -1.5318 -0.7725 -0.6623
C -0.3340 -1.2078 -1.2304
C 0.9268 -1.2304 -0.3960
O 1.3482 0.0936 -0.0748
C 2.5604 0.1480 0.6652
H -3.2442 1.0890 -0.1226
H -2.7045 1.4033 1.5472
H -2.5697 -0.9585 1.0605
H -0.9345 -0.3176 1.3140
H -0.1891 -0.5931 -2.1333
H -0.5098 -2.2340 -1.5818
H 1.7312 -1.7129 -0.9718
H 0.7748 -1.7875 0.5409
H 2.7444 1.2006 0.9080
H 2.4651 -0.4434 1.5864
H 3.3824 -0.2443 0.0501
H 1.3951 2.9126 -1.1621
Cr 0.2945 1.7638 -0.5426
*
```

Summary:
E, eV: -39933.02363
HOMO energy (spin up / spin down), hartree: -0.5092 / -0.5120
Kohn-Sham gap (spin up / spin down), eV: 7.5 / 9.3